A structure of composition CHBrClNO2 in a non-equilibrium geometry, computed with the ωB97M-V functional and the def2-TZVPD basis.

Summary:
2S+1 = 1
HOMO level = -10.00 eV
electronic energy = -89199.007 eV
LUMO = 0.14 eV
gap between HOMO and LUMO = 10.132 eV
energy relative to the best compared isomer or geometry (same formula, charge and spin) = 13.6 kcal per mole
total charge = 0

Each line ends with the Löwdin charge.
Element x y z (Å)
C 0.7065 -0.2926 -0.3014  -1.024
N -1.0349 0.1593 0.4777  -0.414
O -1.9400 -0.2207 -0.1727  0.071
O -0.9118 0.7078 1.5106  0.050
Cl 1.8075 0.1963 0.9215  0.627
Br 0.6761 0.7949 -1.8787  0.659
H 0.6966 -1.3448 -0.5572  0.031